Record 1
43
Properties=species:S:1:pos:R:3:forces:R:3 method="wB97M-V/def2-TZVPD" relative_energy_kcal_mol=12.4
C -1.726 -2.541 1.944 -0.054 0.095 -0.264
C -1.399 -2.949 0.510 0.199 -0.079 0.160
C -1.338 -4.468 0.388 -0.143 0.206 -0.131
C -0.067 -2.290 0.093 -0.028 0.027 -0.003
N -0.187 -0.850 0.109 -0.208 -0.324 -0.125
C 0.767 -0.046 0.634 -0.251 0.049 -0.172
O 1.735 -0.453 1.234 0.275 0.012 0.078
C 0.518 1.413 0.335 -0.106 0.534 0.554
C 0.039 2.277 1.245 0.214 -0.402 -0.494
C -0.367 1.901 2.567 -0.258 0.794 0.794
C -0.706 2.695 3.639 0.245 -0.358 -0.775
C -1.026 1.819 4.698 0.003 -0.670 -0.035
C -0.870 0.560 4.203 -0.247 0.388 0.789
O -0.477 0.597 2.919 0.096 -0.020 -0.329
N 0.869 1.739 -0.972 0.183 -0.240 -0.213
C 0.753 2.952 -1.598 0.000 -0.363 0.080
O 0.281 3.953 -1.099 0.059 0.005 -0.061
C 1.254 2.921 -2.979 -0.088 1.176 -0.680
C 1.293 3.924 -3.916 -0.122 -0.553 0.794
C 1.871 3.360 -5.072 0.167 -0.570 0.008
C 2.143 2.061 -4.760 0.082 0.522 -0.671
O 1.777 1.784 -3.503 -0.077 -0.269 0.439
C 0.364 -2.710 -1.305 0.005 0.359 -0.191
O 0.117 -2.080 -2.300 -0.092 0.011 -0.088
O 1.065 -3.840 -1.315 0.364 -0.615 0.223
H -0.996 -2.966 2.628 0.107 -0.073 0.130
H -2.713 -2.902 2.221 -0.088 -0.053 0.060
H -1.707 -1.460 2.051 -0.028 0.080 0.084
H -2.180 -2.568 -0.159 0.032 0.009 -0.010
H -1.254 -4.782 -0.649 0.023 -0.120 -0.058
H -2.244 -4.905 0.800 -0.071 -0.062 0.037
H -0.485 -4.860 0.936 0.102 -0.091 0.071
H 0.724 -2.560 0.801 -0.122 0.001 -0.084
H -0.914 -0.451 -0.467 0.088 0.099 0.047
H -0.065 3.321 0.996 0.000 -0.014 -0.040
H -0.713 3.765 3.657 0.021 0.240 -0.078
H -1.331 2.087 5.688 -0.063 -0.027 0.217
H -1.005 -0.407 4.645 0.017 -0.173 -0.031
H 1.281 0.993 -1.518 -0.046 0.131 0.011
H 0.947 4.926 -3.775 -0.096 0.197 0.106
H 2.059 3.850 -6.005 0.068 0.032 -0.218
H 2.580 1.265 -5.329 0.040 -0.164 0.020
H 1.334 -4.076 -2.218 -0.200 0.271 0.047

***

Record 2
12
Properties=species:S:1:pos:R:3:forces:R:3 method="wB97M-V/def2-TZVPD" charge=-1 relative_energy_kcal_mol=51.0
C 3.064 -1.977 1.287 3.106 0.428 1.716
O 4.258 -2.043 1.751 -4.677 -0.305 -2.021
H 2.549 -0.972 1.269 0.316 -0.988 -0.158
H -1.654 5.233 -4.034 0.572 0.869 0.410
H 2.420 -2.865 0.942 1.133 0.939 0.485
C -2.034 -0.233 0.031 2.049 -1.292 -1.395
S -0.504 -1.244 0.454 -0.104 0.402 -0.365
S -0.098 -1.324 2.463 -0.230 0.160 0.112
H -1.941 -0.447 -1.081 -0.652 0.565 1.091
H -2.839 -0.804 0.449 -0.764 0.378 0.249
H -1.963 0.840 0.220 -0.178 -0.290 0.284
H -1.258 5.836 -3.751 -0.572 -0.869 -0.409

***

Record 3
99
Properties=species:S:1:pos:R:3:forces:R:3 method="wB97M-V/def2-TZVPD" charge=+1
Zn 0.277 0.134 0.265 -0.226 0.498 -0.173
S 1.792 -0.687 1.772 -0.081 0.299 -0.154
C 1.612 -2.447 1.815 -0.110 0.330 -0.159
C 2.451 -3.065 2.745 -0.001 -0.084 0.018
C 2.467 -4.434 2.896 -0.023 0.030 0.013
C 1.640 -5.221 2.111 -0.037 -0.116 -0.032
C 0.808 -4.618 1.187 -0.259 -0.154 -0.110
C 0.759 -3.233 1.025 0.142 -0.189 -0.022
As -0.335 -2.467 -0.405 -0.232 -0.670 0.242
C -0.832 -4.087 -1.414 0.195 0.344 -0.146
C 0.124 -4.565 -2.308 0.171 0.273 0.171
C -0.156 -5.638 -3.133 0.025 -0.038 -0.018
C -1.405 -6.238 -3.081 -0.020 -0.009 -0.030
C -2.359 -5.775 -2.190 0.000 -0.052 -0.027
C -2.076 -4.703 -1.358 -0.017 0.257 0.293
C -2.011 -2.113 0.511 -0.170 0.080 -0.131
C -1.976 -2.117 1.993 0.033 -0.348 -0.048
C -3.284 -1.876 2.776 -0.137 -0.208 -0.101
C -4.382 -1.308 1.937 0.073 0.022 -0.117
C -4.271 -1.189 0.613 -0.447 0.107 0.461
C -3.088 -1.613 -0.110 0.618 -0.488 -0.243
H 3.096 -2.437 3.341 0.071 0.019 0.079
H 3.127 -4.887 3.621 0.077 -0.055 0.082
H 1.649 -6.296 2.212 -0.019 -0.075 -0.008
H 0.171 -5.241 0.566 0.052 0.000 0.074
H 1.099 -4.081 -2.335 -0.065 -0.114 -0.121
H 0.592 -5.999 -3.823 0.056 -0.037 -0.048
H -1.637 -7.063 -3.738 -0.007 -0.092 -0.038
H -3.330 -6.247 -2.142 -0.053 -0.032 0.010
H -2.825 -4.347 -0.658 0.033 -0.015 -0.091
H -1.415 -2.982 2.376 -0.133 0.246 -0.105
H -3.651 -2.723 3.365 0.029 0.094 0.029
H -5.275 -0.993 2.459 -0.126 0.011 -0.068
H -5.085 -0.779 0.035 -0.135 0.045 -0.019
H -3.114 -1.538 -1.191 0.044 -0.007 -0.029
C -2.665 1.511 -4.279 -0.544 0.119 0.177
N -1.287 1.130 -4.391 0.722 -0.263 0.283
C -0.537 1.097 -5.532 0.681 -0.131 -0.282
C 0.701 0.691 -5.193 -0.325 0.206 -0.590
N 0.731 0.471 -3.823 -0.983 0.313 -0.339
C -0.526 0.732 -3.341 -0.053 0.109 0.383
S -1.222 0.647 -1.820 -0.229 -0.357 0.719
C 1.894 0.052 -3.153 1.016 -0.353 0.730
C 3.125 0.150 -3.807 -0.239 0.026 -0.078
C 4.251 -0.370 -3.195 -0.227 -0.014 0.198
C 4.118 -0.965 -1.952 -0.014 0.045 -0.168
C 2.874 -0.942 -1.352 0.276 -0.245 0.041
N 1.785 -0.433 -1.919 -0.256 0.355 -0.572
H -3.057 1.741 -5.265 0.061 -0.019 -0.052
H -2.757 2.384 -3.632 -0.032 -0.014 -0.045
H -3.236 0.697 -3.830 -0.020 0.043 -0.062
H -0.931 1.355 -6.493 -0.091 0.028 -0.151
H 1.537 0.513 -5.829 0.181 -0.057 -0.116
H 3.216 0.626 -4.769 0.016 0.033 -0.037
H 5.209 -0.303 -3.684 0.126 -0.018 -0.096
H 4.949 -1.432 -1.451 0.133 0.010 0.089
H 2.743 -1.334 -0.351 0.015 -0.009 -0.067
C -0.720 -0.668 5.424 -0.186 -0.109 -0.048
C -2.003 -1.341 4.954 0.219 0.227 -0.051
C -2.455 -0.850 3.584 -0.387 0.193 0.327
N -1.360 -0.891 2.582 0.404 -0.302 0.643
N -1.332 0.240 1.774 0.040 0.581 -0.955
C -2.088 1.200 2.177 -0.068 -0.538 0.517
N -2.111 2.430 1.643 0.027 0.245 -0.139
S -3.079 0.879 3.603 0.364 -0.092 -0.024
H -0.416 -1.096 6.374 0.104 -0.002 0.138
H -0.864 0.401 5.560 0.028 0.139 0.007
H 0.067 -0.830 4.690 0.088 0.059 -0.011
H -2.810 -1.187 5.672 -0.086 -0.088 0.009
H -1.825 -2.420 4.882 -0.130 0.034 -0.050
H -1.641 2.601 0.770 -0.063 0.070 -0.018
H -2.811 3.081 1.951 0.009 0.051 -0.112
C 2.422 2.819 -1.370 -0.119 -0.244 0.171
P 1.108 2.684 -0.080 0.413 0.094 -0.050
C 0.174 4.188 -0.567 -0.079 -0.330 0.145
C 0.720 5.459 -0.403 -0.008 -0.038 -0.021
C 0.057 6.563 -0.906 0.035 0.110 -0.015
C -1.147 6.416 -1.581 -0.034 -0.036 -0.036
C -1.696 5.156 -1.741 -0.081 0.131 -0.041
C -1.040 4.048 -1.231 -0.007 -0.050 0.033
C 2.001 3.182 1.420 -0.196 -0.081 -0.038
C 1.397 4.018 2.354 0.023 -0.056 -0.078
C 2.067 4.350 3.517 -0.030 0.011 0.117
C 3.320 3.818 3.775 0.000 0.000 -0.002
C 3.904 2.950 2.866 0.083 0.001 0.104
C 3.250 2.632 1.691 -0.098 0.059 -0.102
H 3.103 1.972 -1.315 0.080 -0.040 -0.022
H 2.978 3.747 -1.241 -0.049 0.000 0.018
H 1.939 2.823 -2.347 -0.003 -0.014 -0.031
H 1.658 5.577 0.121 0.043 0.057 -0.004
H 0.484 7.547 -0.783 0.050 0.084 0.032
H -1.653 7.279 -1.986 -0.027 0.106 -0.004
H -2.631 5.032 -2.269 -0.061 0.018 0.001
H -1.466 3.065 -1.377 0.009 0.024 -0.015
H 0.410 4.417 2.160 -0.026 0.062 0.041
H 1.606 5.022 4.224 -0.043 0.053 0.104
H 3.836 4.074 4.687 0.056 0.020 0.077
H 4.870 2.518 3.077 0.098 -0.034 0.010
H 3.707 1.947 0.989 0.067 -0.057 -0.024

***

DFT total energy (eV)
-33186.2493, -25904.6844, -206312.9354
LUMO level (eV)
0.39, 3.62, -2.20
Frontier orbital gap (hartree)
0.2938, 0.2208, 0.2677